{"formula": "C30H42FN9O3S2Zr", "method": "wB97M-V/def2-TZVPD", "gap_ev": 6.88, "charge": 2, "e_homo_ev": -11.9230, "fmax_ev_per_a": 1.77, "species": ["Zr", "C", "C", "N", "C", "C", "N", "C", "C", "C", "N", "C", "C", "N", "C", "H", "H", "H", "H", "H", "H", "H", "H", "H", "H", "H", "H", "H", "H", "H", "H", "H", "H", "H", "H", "H", "H", "H", "H", "C", "C", "N", "C", "C", "C", "O", "O", "C", "O", "C", "C", "C", "F", "C", "C", "C", "N", "C", "C", "N", "C", "C", "H", "H", "H", "H", "H", "H", "H", "H", "H", "H", "H", "H", "H", "H", "H", "H", "H", "H", "S", "C", "S", "C", "C", "N", "C", "N"], "positions_angstrom": [[-0.407, -2.607, -0.039], [-0.967, -5.692, 1.877], [0.915, -3.854, 2.884], [1.228, -3.041, 1.691], [2.538, -3.409, 1.116], [2.341, -4.573, 0.148], [1.260, -4.215, -0.784], [1.065, -5.263, -1.806], [-0.390, -5.309, -2.269], [-0.875, -4.006, -2.927], [-1.580, -3.115, -1.981], [-3.019, -3.414, -1.878], [-3.236, -4.545, -0.865], [-2.268, -4.408, 0.239], [-2.253, -5.621, 1.071], [-0.951, -6.598, 2.482], [-0.105, -5.659, 1.208], [1.472, -4.793, 2.889], [1.138, -3.306, 3.806], [1.307, -2.076, 2.043], [3.254, -3.682, 1.898], [2.948, -2.551, 0.572], [2.073, -5.486, 0.694], [3.282, -4.763, -0.383], [1.640, -3.406, -1.300], [1.320, -6.238, -1.378], [1.725, -5.105, -2.668], [-1.003, -5.535, -1.400], [-0.497, -6.127, -2.982], [-1.533, -4.248, -3.774], [-0.007, -3.471, -3.324], [-1.493, -2.161, -2.339], [-3.433, -3.706, -2.852], [-3.551, -2.517, -1.545], [-3.090, -5.511, -1.357], [-4.269, -4.525, -0.494], [-2.635, -3.640, 0.824], [-2.307, -6.506, 0.429], [-3.115, -5.655, 1.747], [2.758, 4.217, -3.089], [3.256, 3.588, -1.790], [2.321, 2.591, -1.288], [2.504, 1.303, -1.662], [1.690, 0.292, -1.259], [1.773, -1.177, -1.566], [2.825, -1.805, -1.504], [0.632, -1.731, -1.758], [0.639, 0.549, -0.328], [-0.017, -0.389, 0.201], [0.391, 1.931, -0.012], [-0.709, 2.262, 0.783], [-0.969, 3.564, 1.104], [-2.022, 3.818, 1.899], [-0.167, 4.617, 0.615], [0.922, 4.273, -0.189], [1.240, 2.944, -0.505], [-0.466, 5.958, 0.851], [0.568, 6.926, 1.139], [0.300, 8.188, 0.296], [-1.170, 8.288, 0.066], [-1.919, 7.868, 1.276], [-1.743, 6.351, 1.435], [3.468, 4.962, -3.436], [1.788, 4.690, -2.952], [2.658, 3.452, -3.857], [3.426, 4.342, -1.019], [4.212, 3.095, -1.974], [3.347, 1.100, -2.304], [-1.355, 1.482, 1.157], [1.523, 5.071, -0.590], [1.554, 6.524, 0.915], [0.557, 7.176, 2.207], [0.799, 8.141, -0.673], [0.643, 9.076, 0.829], [-1.431, 7.638, -0.686], [-1.424, 9.237, -0.225], [-2.977, 8.105, 1.171], [-1.527, 8.419, 2.132], [-2.539, 5.829, 0.900], [-1.821, 6.088, 2.496], [-0.857, -4.247, 3.008], [-1.469, -1.642, 1.676], [-2.740, -1.360, 0.554], [-1.256, -0.833, 2.775], [-2.098, 0.209, 3.223], [-2.736, 1.108, 3.545], [0.001, -0.862, 3.384], [1.095, -0.891, 3.758]], "forces_ev_per_a": [[-1.23, 0.65, 0.27], [-0.08, 0.21, 0.44], [-0.86, -0.29, 0.30], [0.26, 0.63, -0.05], [0.35, -0.28, -0.24], [0.22, 0.22, 0.52], [0.31, 0.20, -0.24], [-0.68, -0.36, -0.24], [0.26, 0.03, -0.14], [0.29, -0.47, -0.28], [-0.07, 0.70, -0.56], [-0.55, -0.20, 0.24], [0.02, 0.27, -0.42], [-0.24, 0.34, 0.63], [0.40, -0.18, 0.25], [0.12, -0.05, -0.14], [-0.01, -0.12, 0.00], [0.02, 0.16, -0.15], [0.14, -0.08, -0.28], [0.08, -0.33, -0.03], [-0.10, 0.08, -0.07], [-0.11, -0.17, 0.16], [-0.03, 0.09, -0.15], [-0.16, -0.03, 0.02], [0.13, -0.39, 0.06], [0.04, 0.17, 0.03], [0.05, 0.06, 0.19], [-0.03, -0.14, -0.08], [-0.01, -0.04, 0.02], [0.08, 0.17, 0.23], [-0.22, 0.02, 0.02], [-0.12, -0.23, -0.20], [0.14, 0.05, 0.13], [0.30, -0.26, -0.18], [0.04, 0.04, 0.15], [0.15, -0.01, -0.06], [-0.02, -0.47, -0.18], [-0.01, 0.12, 0.01], [-0.01, 0.01, -0.14], [0.09, -0.06, 0.23], [0.21, 0.49, -0.47], [0.13, -0.49, -0.01], [-0.14, -0.05, 0.16], [-0.61, -0.39, 0.35], [1.48, 0.57, 0.02], [-0.12, 0.34, -0.37], [-0.73, -0.61, -0.14], [0.37, -0.13, -0.33], [0.39, 0.50, 0.34], [0.00, 0.01, -0.01], [0.01, 0.34, 0.08], [0.00, -0.39, -0.09], [0.15, 0.04, -0.07], [0.22, -0.45, -0.29], [0.01, 0.14, 0.15], [-0.61, -0.19, 0.37], [-0.13, 0.16, -0.08], [0.09, 0.10, 0.05], [0.84, -0.22, 0.21], [-0.28, 0.20, -0.42], [-0.39, -0.31, 0.62], [-0.19, -0.19, 0.07], [0.03, 0.06, -0.06], [-0.08, 0.05, -0.03], [-0.02, -0.01, -0.08], [0.01, -0.16, -0.02], [-0.08, -0.01, 0.15], [0.13, 0.08, -0.06], [-0.07, -0.07, 0.06], [0.04, 0.06, -0.10], [-0.06, 0.11, 0.01], [0.08, 0.00, -0.05], [-0.16, 0.03, 0.05], [-0.17, 0.04, -0.12], [0.11, 0.25, 0.05], [0.02, -0.20, 0.00], [0.14, 0.11, -0.10], [0.05, 0.06, -0.16], [0.03, 0.11, 0.12], [-0.07, 0.14, -0.11], [0.21, -0.55, -0.14], [-0.44, 1.69, 0.28], [0.77, -0.65, 0.24], [-0.47, -1.03, -0.59], [-0.48, 0.12, -0.11], [-0.21, 0.24, 0.08], [1.24, -0.02, 0.41], [-0.19, 0.03, 0.05]]}